[1]
Below is C47H50GeN7O7PtSSi as an isolated structure, with properties calculated with ωB97M-V with the def2-TZVPD basis set.

Computed properties:
- LUMO level (alpha / beta) (eV) = 1.01 / 1.00
- total charge = -1

Structure (XYZ):
```
115
Properties=species:S:1:pos:R:3:forces:R:3:mulliken_charge:R:1
Pt 0.02670 0.05520 0.32470 0.365 2.672 1.068 2.674
N -4.63040 0.71370 0.74070 -0.138 -0.486 0.270 -0.438
C -3.33160 0.38520 0.47210 1.373 2.043 -0.486 -0.114
S -2.26110 1.69260 0.16130 -1.882 0.889 -0.344 -0.160
N -3.01890 -0.86850 0.41650 -1.170 -1.894 0.065 -1.684
N -1.78230 -1.23400 0.12270 0.701 -1.456 -0.057 0.816
C -1.57550 -2.47670 -0.26090 -2.040 1.817 0.702 0.973
C -2.71840 -3.38240 -0.44800 -0.199 -0.363 -0.017 -0.509
C -2.77050 -4.60350 0.21930 0.032 0.228 -0.097 0.135
C -3.86130 -5.43850 0.06000 -0.169 -0.192 0.020 -0.934
C -4.90960 -5.06380 -0.76530 -0.014 -0.078 -0.002 -0.392
C -4.86250 -3.84960 -1.43180 -0.078 -0.023 -0.079 -0.906
C -3.78090 -3.00730 -1.26580 0.141 -0.097 -0.119 -0.083
C -0.24110 -2.88260 -0.53330 2.041 -0.397 -0.399 0.282
C 0.03450 -4.05130 -1.26620 -0.540 0.517 0.276 -1.005
C 1.33170 -4.36490 -1.57840 0.636 0.290 0.139 -1.017
C 2.35170 -3.52490 -1.12570 -0.408 -0.395 -0.265 -1.164
C 2.00610 -2.40510 -0.39470 0.391 -0.071 0.039 -0.187
N 0.75890 -2.07560 -0.10110 -0.967 -0.992 -0.246 0.247
H -4.78080 1.64200 1.09980 0.100 -0.009 -0.130 0.230
H -5.19440 -0.02400 1.13200 -0.050 -0.130 0.076 0.252
H -1.95730 -4.88060 0.87450 0.104 -0.072 0.059 0.465
H -3.89810 -6.38900 0.57490 0.014 -0.023 0.064 0.400
H -5.76280 -5.71520 -0.89550 -0.025 -0.064 0.012 0.392
H -5.67020 -3.56600 -2.09210 -0.063 0.056 -0.001 0.387
H -3.73980 -2.05940 -1.77880 -0.012 0.082 -0.035 0.438
H -0.79300 -4.65960 -1.59730 0.000 -0.064 -0.058 0.591
H 1.55440 -5.23810 -2.17310 0.046 -0.098 -0.021 0.413
H 3.38690 -3.73400 -1.34270 0.110 0.008 0.022 0.531
H 2.78150 -1.75720 -0.01750 -0.016 0.166 0.051 0.206
C -1.88140 -0.63890 3.32810 0.729 0.171 -0.470 -1.739
Si -0.09640 -0.13530 2.73530 -0.542 0.285 0.251 -0.978
C 0.22250 1.55510 3.70300 0.091 -0.514 -0.163 2.952
C -0.89690 2.52810 3.34030 0.158 -0.300 -0.218 -2.054
C 0.21060 1.41450 5.22830 0.083 -0.158 -0.192 -2.073
C 1.56730 2.14750 3.29950 -0.219 -0.135 -0.095 -2.355
C 1.02180 -1.62980 3.40710 -0.088 0.404 -0.232 3.254
C 0.47590 -2.96640 2.90080 -0.119 0.261 -0.116 -2.067
C 1.03300 -1.73560 4.93460 -0.076 0.245 -0.168 -2.076
C 2.45860 -1.43250 2.92700 -0.202 0.068 -0.036 -2.376
H -1.89660 -0.77450 4.40460 0.133 -0.017 0.316 0.585
H -2.22410 -1.56220 2.87510 -0.024 -0.194 -0.130 0.335
H -2.61420 0.12200 3.08800 -0.104 0.227 -0.112 0.245
H -1.84760 2.19230 3.74580 -0.215 -0.033 0.013 0.497
H -0.99920 2.62230 2.26580 -0.124 0.030 -0.059 0.267
H -0.68590 3.51380 3.75060 0.091 0.253 0.127 0.451
H -0.62430 0.81360 5.57890 -0.136 -0.078 0.133 0.308
H 0.12360 2.40610 5.67510 -0.026 0.166 0.075 0.518
H 1.13490 0.97620 5.59080 0.061 -0.055 0.139 0.402
H 1.64540 2.22150 2.21790 0.101 0.014 -0.126 -0.036
H 2.39120 1.52720 3.64100 0.212 -0.078 0.023 0.342
H 1.67970 3.13700 3.74150 0.050 0.256 0.073 0.738
H -0.54180 -3.12550 3.24740 -0.191 -0.089 0.080 0.364
H 1.09000 -3.78780 3.27130 0.152 -0.123 0.107 0.618
H 0.47630 -3.01190 1.82190 -0.044 -0.117 -0.042 0.325
H 0.02650 -1.75590 5.34530 -0.141 -0.026 0.141 0.293
H 1.57540 -0.91320 5.38500 0.050 0.082 0.134 0.384
H 1.53650 -2.65780 5.22980 0.068 -0.162 0.022 0.518
H 2.49140 -1.13740 1.88540 0.087 0.041 -0.184 0.424
H 3.04390 -2.34230 3.05660 0.156 -0.211 0.047 0.521
H 2.94860 -0.63880 3.48270 0.130 0.137 0.101 0.324
C 0.41980 2.01150 -0.18860 -0.256 -2.456 1.449 -1.131
Ge 1.28840 3.73950 0.02680 -0.603 1.247 0.188 1.295
C 3.25610 3.81350 0.36740 -0.790 -0.271 -0.160 1.022
C 4.10550 3.61230 -0.71510 -0.039 -0.099 -0.065 -0.542
C 5.47850 3.73870 -0.58490 0.088 0.105 -0.053 -0.970
C 6.02650 4.08930 0.63780 0.078 -0.064 0.016 -0.761
C 5.19570 4.25190 1.73310 0.103 0.093 0.112 -1.046
C 3.82580 4.10650 1.59810 -0.134 0.088 0.172 -0.150
C 0.19660 4.92960 1.20840 0.558 -0.270 -0.336 0.657
C -1.18400 4.91320 1.04540 -0.006 -0.075 -0.217 -0.011
C -2.00420 5.73330 1.79780 -0.131 0.022 0.034 -0.782
C -1.45120 6.59770 2.72850 -0.035 0.075 0.104 -0.627
C -0.07690 6.64460 2.88400 0.024 0.137 0.174 -0.696
C 0.73640 5.82340 2.11980 0.221 -0.024 0.023 -0.123
C 1.03760 4.63260 -1.74450 0.311 -0.241 0.482 0.405
C 2.00530 5.49480 -2.24470 0.135 0.020 0.107 -0.392
C 1.81510 6.17310 -3.43480 0.077 0.133 -0.117 -0.687
C 0.62950 6.02210 -4.13340 0.009 0.039 -0.116 -0.561
C -0.35740 5.18910 -3.63410 -0.119 0.019 -0.122 -0.825
C -0.14900 4.49730 -2.45420 -0.065 -0.169 0.142 -0.327
H 0.12120 1.97160 -1.23920 -0.060 -0.023 -0.105 1.285
H 3.69340 3.33820 -1.67860 -0.019 0.072 -0.093 0.897
H 6.11550 3.56590 -1.44260 0.053 0.011 -0.033 0.466
H 7.09470 4.22030 0.74690 0.041 -0.060 -0.034 0.382
H 5.61700 4.49880 2.69960 -0.004 -0.016 0.016 0.405
H 3.19930 4.22610 2.46790 -0.059 -0.005 0.105 0.132
H -1.62890 4.24070 0.32690 -0.126 -0.088 -0.020 0.100
H -3.07910 5.68750 1.67460 -0.003 -0.015 -0.060 0.426
H -2.08810 7.23520 3.32840 -0.021 0.008 0.021 0.350
H 0.36530 7.31630 3.61030 0.004 0.032 -0.028 0.416
H 1.80860 5.89230 2.22950 0.119 0.023 0.092 0.263
H 2.92360 5.63800 -1.69120 0.078 0.059 -0.046 0.320
H 2.59750 6.81580 -3.81720 0.003 0.059 -0.019 0.416
H 0.47800 6.54760 -5.06650 -0.018 0.032 -0.047 0.382
H -1.29020 5.07170 -4.16970 -0.033 -0.021 -0.018 0.429
H -0.92670 3.84610 -2.07860 -0.137 -0.129 0.005 0.226
O 6.64690 1.71250 -4.48100 -0.087 -0.030 -0.041 -0.669
N 5.44730 1.53530 -4.65210 0.622 0.274 -0.939 1.090
O 4.88760 1.71160 -5.72580 0.022 -0.047 0.103 -0.677
C 4.67150 1.12420 -3.54550 -0.894 -0.402 0.917 -1.137
C 3.29190 0.97380 -3.67470 -0.145 -0.045 0.187 -0.255
C 2.52260 0.64230 -2.57230 1.654 0.303 -0.238 -1.072
C 3.09420 0.58900 -1.23530 -0.481 0.079 1.680 1.398
O 2.41440 0.60350 -0.18860 2.060 -0.454 -1.736 -0.001
C 4.54090 0.60830 -1.19820 0.023 0.198 -2.009 -1.036
C 5.29610 0.86880 -2.32800 -0.195 -0.057 0.659 0.017
N 5.23200 0.40870 0.02220 0.685 -0.445 1.392 1.245
O 6.46190 0.38710 -0.01870 -0.109 0.112 -0.024 -0.777
O 4.60260 0.23160 1.05410 0.374 0.080 -0.405 -0.561
N 1.15180 0.45120 -2.76640 -2.528 -0.430 -0.774 0.861
O 0.51300 -0.29780 -1.98520 0.787 0.820 -1.365 -0.515
O 0.60150 0.97790 -3.74210 0.648 -0.511 1.066 -0.652
H 2.82290 1.09600 -4.63950 -0.017 0.050 0.001 0.686
H 6.37290 0.90660 -2.25630 -0.046 0.044 0.030 0.662
```
Forces are in eV/Å.

***

[2]
Below is a 10-piece molecular cluster, C47H50N10 overall, with properties calculated with ωB97M-V with the def2-TZVPD basis set.

Computed properties:
- LUMO level (eV) = 0.41
- structure (SMILES) = c1cc[nH]c1.c1cc[nH]c1.c1cc[nH]c1.c1ccncc1.c1ccncc1.c1ccncc1.c1ccncc1.c1ccncc1.c1ccncc1.c1ccncc1
- total charge = 0
- ΔE to the lowest compared entry with this formula, charge and spin (kcal/mol) = 94.7

Structure (XYZ):
```
107
Properties=species:S:1:pos:R:3:forces:R:3:mulliken_charge:R:1
C 3.98631 1.53461 6.87224 -0.206 1.580 -1.344 -0.201
C 4.44884 0.42453 7.51274 -0.056 -3.160 1.631 -0.498
C 4.54543 0.64654 8.88670 0.142 1.319 -1.350 -0.333
N 4.29056 1.98719 9.00463 -1.139 1.289 -0.425 -0.024
C 3.85880 2.54964 7.77529 1.083 -0.692 1.578 -0.610
H 3.86297 1.56254 5.79967 -0.280 0.284 0.102 0.385
H 4.48247 -0.53784 7.02375 0.336 -0.083 0.173 0.356
H 4.74275 0.06803 9.77709 0.183 -0.149 -0.375 0.371
H 4.35340 2.52171 9.85928 -0.136 -0.230 -0.164 0.193
H 3.60815 3.59432 7.66469 0.065 -0.161 0.174 0.362
C -0.15888 0.17785 -1.91091 -1.910 2.635 0.410 -0.469
C 0.06224 -0.67268 -0.85537 0.022 -0.526 2.948 -0.369
C -0.45585 -0.09240 0.34296 0.841 0.021 -1.010 -0.506
N -0.98200 1.13033 0.00825 0.405 -1.039 -1.152 -0.011
C -0.86734 1.28092 -1.34635 0.669 -0.060 -0.753 -0.376
H 0.09279 0.05954 -2.95450 -0.082 -0.032 0.153 0.387
H 0.62087 -1.59630 -0.89089 -0.188 -0.052 0.080 0.374
H -0.40577 -0.33182 1.39489 0.139 -0.439 -0.241 0.369
H -1.24680 1.87489 0.63723 -0.148 -0.389 -0.097 0.224
H -1.30411 2.17410 -1.76808 0.249 -0.108 -0.328 0.377
C -8.08676 0.76579 3.49064 0.856 1.804 -0.682 -0.331
C -8.89284 0.32453 4.54326 0.194 -0.128 -0.426 -0.257
C -9.01341 1.36940 5.38468 -0.564 1.688 2.193 -0.601
N -8.33441 2.51750 4.92655 -0.550 -2.661 -1.001 -0.018
C -7.79397 2.12021 3.72510 0.650 -0.802 -0.213 -0.482
H -7.72449 0.14750 2.68263 -0.049 0.304 -0.124 0.374
H -9.32352 -0.66423 4.60055 -0.030 0.188 0.373 0.389
H -9.53118 1.36783 6.33246 -0.008 0.276 -0.047 0.362
H -8.16385 3.42473 5.33636 -0.378 -0.489 0.182 0.214
H -7.13192 2.80787 3.21990 -0.111 -0.180 -0.252 0.351
C -1.73667 7.83837 6.18414 -0.733 0.307 0.398 -0.223
C -1.80713 6.50136 6.54924 0.890 0.430 -1.086 -0.354
C -1.85982 5.54615 5.53208 -0.279 0.002 0.039 -0.102
N -1.95842 5.78236 4.21049 0.612 2.959 0.947 -0.498
C -1.92760 7.15463 3.92003 -0.859 -1.004 0.770 -0.170
C -1.90263 8.22158 4.85351 0.512 -2.270 -0.491 -0.380
H -1.63371 8.57139 6.97056 0.004 0.234 -0.001 0.353
H -1.64121 6.18614 7.56880 -0.200 0.008 0.048 0.343
H -1.80839 4.53213 5.90021 -0.161 -0.457 -0.552 0.343
H -2.02868 7.41914 2.87783 0.068 -0.240 -0.208 0.331
H -1.95851 9.24116 4.50174 0.144 0.013 0.127 0.357
C 5.40582 3.50760 -9.67961 -1.565 -0.632 0.552 -0.169
C 4.05236 3.14359 -9.92268 2.218 0.050 -0.757 -0.445
C 3.77815 2.81933 -11.24934 -1.111 -0.379 0.201 -0.055
N 4.57463 2.90551 -12.29736 2.549 1.085 0.598 -0.554
C 5.85693 3.33738 -12.01050 -1.555 -0.069 0.020 -0.190
C 6.32396 3.55190 -10.71473 -0.777 0.420 -0.463 -0.413
H 5.72528 3.73981 -8.67442 0.032 0.033 0.120 0.370
H 3.28315 3.02266 -9.17429 0.170 0.219 0.132 0.360
H 2.78658 2.46951 -11.49597 -0.296 -0.081 0.029 0.366
H 6.44790 3.66185 -12.85423 0.213 -0.544 -0.211 0.371
H 7.32327 3.90483 -10.50685 0.125 -0.116 -0.213 0.359
C -4.40145 -10.42924 -1.70597 0.202 0.182 0.942 -0.247
C -3.99346 -9.11348 -1.81824 0.330 0.486 -0.490 -0.327
C -3.40825 -8.42139 -0.75402 -0.947 -1.135 2.059 -0.181
N -3.29163 -8.95730 0.49743 -0.940 -2.769 -1.065 -0.508
C -3.72590 -10.29105 0.62008 -0.422 1.797 -1.749 -0.195
C -4.30256 -11.02820 -0.45375 1.043 0.864 0.614 -0.296
H -4.81467 -10.96740 -2.54622 -0.054 0.054 -0.063 0.369
H -4.14322 -8.62769 -2.77112 0.157 0.250 -0.037 0.322
H -3.19556 -7.36300 -0.72275 0.270 0.063 -0.715 0.377
H -3.74885 -10.74429 1.60010 0.415 0.227 0.188 0.349
H -4.60819 -12.05776 -0.33980 -0.055 -0.016 0.316 0.338
C 8.29867 1.25947 0.19296 -0.380 0.328 -1.213 -0.197
C 7.07021 0.85821 -0.33472 0.859 0.622 0.182 -0.321
C 6.70753 1.34539 -1.59583 1.100 0.963 -0.756 -0.201
N 7.49828 2.14747 -2.37141 0.695 -0.337 2.195 -0.513
C 8.68271 2.58749 -1.78362 -2.139 -1.591 -1.770 -0.236
C 9.07602 2.17736 -0.54249 -0.037 -0.541 1.483 -0.331
H 8.66773 0.80717 1.10160 -0.022 0.300 0.217 0.362
H 6.45235 0.22841 0.28817 -0.279 -0.202 -0.402 0.348
H 5.77236 1.07436 -2.06317 -0.144 -0.104 0.063 0.387
H 9.33713 3.07214 -2.49302 0.030 0.589 0.302 0.362
H 9.96596 2.55749 -0.06299 0.308 -0.024 -0.305 0.339
C 7.07448 -2.31917 -9.00350 -1.527 0.559 0.782 -0.224
C 8.34987 -2.77665 -8.96981 1.457 -1.328 0.225 -0.365
C 8.78920 -3.53822 -7.85899 -1.765 1.218 0.127 -0.102
N 7.97366 -3.73655 -6.83314 -0.905 0.358 1.080 -0.533
C 6.73189 -3.13180 -6.75467 1.540 -0.946 -2.532 -0.287
C 6.24937 -2.41535 -7.85826 0.819 -0.629 0.391 -0.289
H 6.63583 -1.91273 -9.90284 0.197 0.299 -0.087 0.375
H 9.01486 -2.70540 -9.81781 -0.067 0.149 -0.187 0.339
H 9.77110 -3.98285 -7.79135 0.080 -0.066 -0.141 0.374
H 6.06780 -3.48093 -5.97782 0.223 0.379 0.432 0.359
H 5.24742 -2.01236 -7.84801 -0.053 0.016 -0.093 0.352
C -2.07232 -1.87506 8.36419 0.826 -0.210 1.449 -0.324
C -1.44058 -1.34681 9.47730 -0.717 1.491 1.529 -0.321
C -2.18156 -0.47749 10.34505 0.079 -0.992 -0.049 -0.161
N -3.49113 -0.19722 10.23420 1.779 -0.325 -0.472 -0.540
C -4.02067 -0.75999 9.16702 -1.875 0.201 -0.427 -0.178
C -3.40506 -1.58210 8.25208 0.031 -0.464 -1.028 -0.299
H -1.56180 -2.61080 7.76049 -0.073 0.139 -0.328 0.379
H -0.44205 -1.58622 9.81201 0.183 -0.022 -0.396 0.350
H -1.77656 -0.08853 11.26760 0.635 0.012 -0.080 0.375
H -5.07235 -0.53873 9.06019 -0.273 -0.147 -0.261 0.389
H -3.91030 -2.06800 7.43048 -0.594 0.328 0.053 0.328
C -8.12558 0.12264 -4.96064 -1.604 -0.972 -0.614 -0.176
C -8.57438 -0.96137 -5.70503 1.022 -0.800 0.233 -0.303
C -8.01861 -2.23404 -5.42680 -0.548 1.087 0.475 -0.193
N -7.26534 -2.46340 -4.34927 0.973 0.814 -0.264 -0.519
C -6.84635 -1.39165 -3.63933 -0.171 0.411 -0.885 -0.213
C -7.24930 -0.08321 -3.91968 -0.274 0.081 -0.010 -0.351
H -8.64910 1.03377 -5.20994 0.533 0.556 0.375 0.337
H -9.31663 -0.79475 -6.47165 0.138 -0.239 -0.247 0.349
H -8.16552 -3.07198 -6.09214 -0.387 -0.205 0.112 0.364
H -6.03906 -1.52567 -2.93455 -0.310 -0.441 0.480 0.364
H -7.01051 0.80291 -3.35032 0.634 -0.294 0.347 0.340
```
Forces are in eV/Å.